This record from the OMol25 dataset describes a structure of composition C4H13N3. The level of theory is wB97M-V/def2-TZVPD.

XYZ file:
```
20
Properties=species:S:1:pos:R:3:forces:R:3
N -0.224738 0.773200 0.552749 0.4 0.3 0.1
N -0.767277 0.346014 -1.996681 -2.6 -0.3 -0.3
N -1.926432 0.377843 -1.166810 0.3 -2.8 0.2
C 0.976455 -1.338116 0.721807 0.0 -0.6 0.0
C 2.111912 0.890331 1.015717 0.4 0.5 0.2
C -1.511748 0.197655 0.299167 0.0 -0.3 0.7
C 0.904797 0.124279 0.750845 -0.3 0.2 0.1
H 1.965813 1.966684 1.049103 0.0 0.1 0.0
H -2.547372 -0.415296 -1.411899 0.1 0.3 0.1
H 2.569485 0.559637 1.954313 -0.1 -0.1 0.1
H 0.368487 -1.781540 1.515909 -0.1 0.0 0.1
H 1.996346 -1.687092 0.867895 0.0 0.1 0.0
H 2.872020 0.649577 0.263918 -0.1 -0.1 -0.1
H -1.480664 -0.875278 0.507818 -0.1 0.2 -0.2
H -2.517562 1.226546 -1.270110 0.7 1.1 -0.6
H -0.187706 1.788759 0.631910 0.0 0.0 -0.1
H -0.362299 1.592399 -2.177337 1.4 2.8 0.5
H 0.609559 -1.743198 -0.223494 0.0 0.0 -0.1
H -0.970810 0.033339 -2.944538 0.0 -1.3 -0.3
H -2.273065 0.671140 0.929369 0.1 0.0 -0.3
```
Positions in Å, forces in eV/Å.

HOMO (alpha / beta) = -14.01 / -21.40 eV
ΔE to the lowest compared entry with this formula, charge and spin = 2.995 eV
spin multiplicity = 3
net charge = +2

Here are the Mulliken charges for atoms 1 to 8, given in e: number 1, N, carries -0.130; number 2, N, carries -0.398; number 3, N, carries -0.043; number 4, C, carries -1.516; number 5, C, carries -1.253; number 6, C, carries -0.833; number 7, C, carries 1.261; number 8, H, carries 0.373